Computed, not measured: the molecule C5H8O2, with ωB97M-V/def2-TZVPD.

CARTESIAN COORDINATES (ANGSTROEM)
O -0.9652 1.3246 0.9983
C -1.5548 0.0708 0.7487
C -0.9742 -0.7253 -0.4170
O 0.2302 -1.3922 -0.0423
C 1.4147 -0.9085 -0.6318
C 1.6617 0.5049 -0.2918
C 1.6518 1.6738 -0.0005
H -0.0277 1.1665 1.1906
H -2.6072 0.2787 0.5382
H -1.5065 -0.5736 1.6394
H -0.8192 -0.0763 -1.2902
H -1.6933 -1.5076 -0.6946
H 1.3915 -1.0028 -1.7300
H 2.2215 -1.5454 -0.2554
H 1.5768 2.7126 0.2384

The maximum force is 0.01110 Eh/bohr. The frontier orbital gap comes out at 10.66 eV. For the energy relative to the best compared isomer or geometry (same formula, charge and spin), the calculation gives 3.070 eV. The SMILES is C#CCOCCO. The HOMO energy is -9.68 eV. As for the LUMO energy: 1.0 eV. Its charge is 0.